# C16H32O32S8

A 8-piece molecular cluster, C16H32O32S8 overall at a distorted geometry (ωB97M-V/def2-TZVPD, the OMol25 dataset).

The geometry in XYZ format:
```
88
Properties=species:S:1:pos:R:3:forces:R:3:lowdin_charge:R:1
O 17.61287 -6.79513 -0.54183 2.19 -0.33 -1.53 -0.26
S 18.95977 -6.69802 -1.11696 -0.97 -0.11 1.71 0.75
O 19.69478 -5.50650 -0.71936 -0.47 -2.56 -1.66 -0.23
O 19.78306 -8.12758 -0.74793 0.05 2.26 -0.34 -0.22
C 19.26836 -9.19112 -1.56265 0.17 0.97 0.11 -0.16
C 18.57204 -8.46161 -2.76582 -0.42 0.09 1.02 -0.16
O 18.91336 -7.05558 -2.74004 0.81 0.68 2.24 -0.21
H 20.05987 -9.83383 -1.94803 0.30 0.25 0.40 0.12
H 18.65919 -9.72805 -0.83552 -0.60 -0.34 -0.86 0.13
H 17.51443 -8.42767 -2.50429 -0.25 -0.80 -1.13 0.12
H 18.96977 -8.82101 -3.71489 -0.81 -0.09 0.05 0.14
O 13.81887 -0.28189 8.28901 2.24 -1.14 0.52 -0.26
S 15.10448 -0.71373 8.82438 0.90 -0.21 0.23 0.79
O 15.32651 -0.45132 10.27620 0.11 -0.94 -4.40 -0.26
O 15.52190 -2.32553 8.44134 -1.30 1.95 0.48 -0.21
C 16.38166 -2.43488 7.31498 1.70 0.60 -0.93 -0.18
C 16.68947 -1.03457 6.67251 -3.47 0.48 1.60 -0.12
O 16.33313 -0.18246 7.80800 -0.23 1.16 2.02 -0.27
H 17.35495 -2.74777 7.69301 -0.18 -0.63 0.02 0.13
H 15.98264 -3.10161 6.55055 -0.10 -0.16 0.39 0.13
H 15.91326 -0.70751 5.98067 0.16 -0.64 -0.68 0.12
H 17.65203 -0.74842 6.24861 0.17 -0.49 0.74 0.13
O 11.30837 -7.73923 -1.47853 0.24 2.08 0.75 -0.25
S 12.07613 -6.61461 -0.98617 2.87 -0.48 -0.68 0.77
O 12.96105 -5.89312 -1.94997 -2.90 -1.41 2.95 -0.27
O 11.28937 -5.55129 0.04442 -0.70 -1.67 -4.02 -0.20
C 11.72210 -5.57681 1.34265 1.26 0.17 1.30 -0.23
C 13.05254 -6.35370 1.35636 -0.42 0.67 0.08 -0.14
O 13.01350 -7.29075 0.22409 -0.77 2.04 0.39 -0.20
H 11.90163 -4.51443 1.50762 0.05 -0.15 0.93 0.14
H 11.03852 -6.00612 2.07512 -0.51 0.07 -0.43 0.13
H 13.14394 -6.83699 2.32908 0.20 -0.62 -0.50 0.13
H 13.79789 -5.55926 1.31900 0.72 -0.69 -0.72 0.13
O 18.03912 -7.67657 7.01248 -1.40 -0.80 -1.79 -0.26
S 17.11274 -8.23501 6.02939 -0.55 0.06 1.98 0.76
O 16.92669 -7.54188 4.74820 0.21 -2.51 2.71 -0.24
O 17.36329 -9.88972 6.03667 0.92 1.75 -1.64 -0.24
C 17.00169 -10.43160 7.31425 -1.20 1.08 -1.14 -0.16
C 15.69067 -9.67870 7.63256 0.18 0.24 -0.20 -0.16
O 15.63626 -8.48884 6.79452 1.26 0.44 -0.49 -0.22
H 16.67154 -11.43135 7.03214 0.94 -0.30 0.77 0.13
H 17.78162 -10.22699 8.04770 0.01 -0.61 -0.12 0.13
H 15.65956 -9.43880 8.69538 -0.26 0.33 -0.18 0.13
H 14.85493 -10.31298 7.33704 -0.15 0.34 0.12 0.12
O 14.03088 -15.01615 8.72262 -0.36 -2.14 0.15 -0.24
S 14.01576 -16.44258 8.47507 2.19 -2.41 -0.09 0.73
O 13.50551 -17.01813 7.25524 -0.35 1.26 1.67 -0.23
O 15.50432 -17.11365 8.58039 -0.44 1.18 0.04 -0.25
C 15.86513 -17.67198 9.91488 -0.70 1.66 -2.34 -0.09
C 14.54022 -17.60155 10.67053 2.26 -0.91 2.57 -0.28
O 13.55626 -17.42595 9.77675 -2.91 1.89 -2.60 -0.17
H 16.21270 -18.64769 9.57536 0.34 0.05 0.96 0.13
H 16.55699 -16.90836 10.27031 0.52 -0.92 0.43 0.13
H 14.60313 -16.87330 11.47911 -0.20 0.75 -0.34 0.13
H 14.38863 -18.51044 11.25282 -0.34 -0.39 -0.46 0.14
O 23.74071 -9.69779 10.26552 1.85 -1.88 -3.07 -0.24
S 23.91858 -10.27316 8.91910 -1.92 0.56 -0.99 0.79
O 22.64271 -10.28908 8.14128 3.80 0.06 1.27 -0.28
O 25.26495 -9.64771 8.10169 -1.53 0.92 1.12 -0.20
C 25.88915 -10.62560 7.27571 1.22 1.30 -1.45 -0.22
C 25.10743 -11.84916 7.38617 -1.94 -0.61 -0.36 -0.19
O 24.63975 -11.72765 8.75281 -1.07 -1.08 1.45 -0.22
H 25.96719 -10.21067 6.27081 -0.49 -0.05 -0.16 0.14
H 26.93252 -10.85262 7.49465 0.02 0.52 1.10 0.13
H 25.64392 -12.75362 7.09940 0.20 -0.10 1.16 0.14
H 24.22307 -11.88694 6.75012 -0.15 0.36 -0.05 0.12
O 9.81715 -13.05651 6.64366 1.36 2.02 -3.46 -0.24
S 10.06583 -12.40896 5.33522 0.59 -0.87 -0.10 0.79
O 9.00629 -11.56755 4.77179 2.26 -1.41 0.80 -0.26
O 11.60472 -11.66090 5.13491 -2.11 1.32 4.32 -0.20
C 12.03987 -11.65146 3.85435 1.27 -1.17 -1.56 -0.25
C 11.49818 -12.94338 3.30749 -2.48 -0.88 -1.95 -0.17
O 10.65773 -13.52429 4.30233 -1.66 -0.28 1.35 -0.21
H 11.77866 -10.76774 3.27219 -0.14 -0.03 0.12 0.14
H 13.10834 -11.86165 3.80653 0.31 0.99 0.57 0.14
H 12.16337 -13.73937 2.97279 0.30 0.33 0.38 0.14
H 10.79791 -12.74254 2.49671 0.31 0.04 -0.47 0.13
O 10.27555 -4.47965 8.20444 -0.35 -2.31 -2.43 -0.24
S 10.43247 -5.53464 7.19344 1.76 1.28 -0.51 0.71
O 11.71349 -5.61547 6.48664 -2.31 -0.12 1.65 -0.26
O 9.99969 -6.94520 7.82312 0.47 0.00 -0.38 -0.20
C 8.67661 -7.33282 7.43505 -0.78 0.91 -0.84 -0.13
C 8.46106 -6.67188 6.01897 0.26 -1.64 0.73 -0.17
O 9.32361 -5.57024 5.96851 0.54 1.52 1.39 -0.21
H 8.54323 -8.41239 7.36551 0.54 0.08 0.17 0.13
H 8.00359 -6.93135 8.19267 -0.17 0.00 -0.14 0.13
H 7.41743 -6.44350 5.80269 0.13 0.45 0.28 0.13
H 8.81109 -7.35164 5.24211 -0.08 -0.24 0.02 0.12
```
Forces are in eV/Å.

charge	0
electronic energy	-6221.5602	Ha
ΔE to the lowest compared entry with this formula, charge and spin	200.0	kcal per mole
largest force on an atom	5.0	eV Å⁻¹
structure (SMILES)	O=S1(=O)OCCO1.O=S1(=O)OCCO1.O=S1(=O)OCCO1.O=S1(=O)OCCO1.O=S1(=O)OCCO1.O=S1(=O)OCCO1.O=S1(=O)OCCO1.O=S1(=O)OCCO1